20
Properties=species:S:1:pos:R:3 method="wB97M-V/def2-TZVPD" homo_lumo_gap_ev=9.88 spin_multiplicity=1 homo_energy_ev=-8.801 smiles=C[C@H]1N(C)C1(C)C
C 0.45051 -1.17988 2.10156
C -0.19238 -0.22268 1.08371
N 0.76983 0.56826 0.33451
C 0.55648 1.98497 0.14685
C -0.15435 -0.23451 -0.44264
C -1.23051 0.53161 -1.38831
C 0.40710 -1.41539 -1.22685
H 0.68315 -0.62978 3.02962
H -0.18572 -2.02309 2.39521
H 1.40607 -1.57575 1.74240
H -1.08899 0.26132 1.48113
H 1.29888 2.34904 -0.57003
H -0.42857 2.11545 -0.29783
H 0.62966 2.54887 1.07845
H -1.99090 -0.19764 -1.65212
H -1.83062 1.44039 -1.15524
H -0.71343 0.83588 -2.31597
H 1.31125 -1.86553 -0.79887
H 0.65549 -1.09056 -2.24400
H -0.35294 -2.20097 -1.30157

=====

20
Properties=species:S:1:pos:R:3 method="wB97M-V/def2-TZVPD" homo_lumo_gap_ev=9.02 spin_multiplicity=1 homo_energy_ev=-7.912 smiles="CCC(=CN)CC"
C -0.57551 -0.15224 2.41082
C -0.04378 -0.91687 1.20411
C 0.15940 -0.17954 -0.13059
C -0.76486 0.62403 -0.65334
N -1.91145 1.13330 -0.04663
C 1.52555 -0.39377 -0.71906
C 1.66544 -0.18661 -2.21279
H -0.08619 0.81928 2.53874
H -1.65652 -0.03410 2.37156
H -0.35523 -0.68068 3.33847
H 0.83079 -1.51375 1.44479
H -0.78790 -1.69219 0.96747
H -0.63165 0.99109 -1.66579
H -2.81273 0.93056 -0.44561
H -2.00750 1.46851 0.89215
H 2.21710 0.25949 -0.17354
H 1.88801 -1.37904 -0.43282
H 2.63315 -0.53014 -2.58227
H 1.60331 0.84985 -2.55593
H 0.87828 -0.71812 -2.74795

=====

20
Properties=species:S:1:pos:R:3 method="wB97M-V/def2-TZVPD" homo_lumo_gap_ev="9.20 / 8.97" spin_multiplicity=2 charge=+1 homo_energy_ev="-13.982 / -15.209"
C -0.03642 -2.47261 1.07861
C -0.69155 -2.05663 -0.22798
C -0.06072 -0.83849 -0.91555
N 1.59331 1.76011 0.44730
C 0.32050 1.61574 -0.04605
C -0.32227 0.35926 -0.00131
C -0.46677 2.82682 -0.37721
H -0.36189 -1.80675 1.87776
H -0.27644 -3.46966 1.42032
H 1.06923 -2.33820 1.02752
H -0.46088 -2.89682 -0.89870
H -1.75746 -1.92000 -0.05617
H -0.37512 -0.69424 -1.95675
H 1.02491 -1.09573 -1.01499
H 1.96333 0.80706 0.56878
H 2.23784 2.35369 -0.07013
H -1.26626 0.48829 0.49388
H -1.06739 2.74054 -1.28647
H 0.20997 3.69377 -0.41607
H -1.27594 2.94385 0.35320

=====

21
Properties=species:S:1:pos:R:3 method="wB97M-V/def2-TZVPD" homo_lumo_gap_ev=10.43 spin_multiplicity=1 charge=+1 homo_energy_ev=-13.893
C 0.32002 -1.18993 -0.53489
C -1.38521 -0.14520 -1.57809
C 0.03209 0.48503 0.34827
C 1.20741 -2.27779 -0.11586
C -0.22825 0.32765 1.83846
C 0.98827 1.59490 0.12906
N -0.49906 -1.21983 -1.47413
N -1.16155 0.79513 -0.45104
H -1.13729 0.50351 -2.50807
H -2.43790 -0.61122 -1.69347
H 0.94252 -2.61531 0.80851
H 2.25016 -1.97528 -0.05662
H 1.10460 -3.06209 -0.82709
H -0.49607 1.32441 2.18913
H 0.77261 0.04105 2.36636
H -0.92814 -0.50195 1.97577
H 0.56024 2.55552 0.62407
H 1.21023 1.78302 -0.95172
H 2.02811 1.66186 0.66372
H -1.00453 1.66161 -0.92152
H -2.13825 0.86491 0.16913

=====

22
Properties=species:S:1:pos:R:3 method="wB97M-V/def2-TZVPD" homo_lumo_gap_ev=8.50 spin_multiplicity=1 charge=+1 homo_energy_ev=-11.789
C -2.33852 2.71437 0.01985
C -1.94652 0.26929 -0.14822
C -0.93843 -3.26632 -0.09332
C 3.99929 1.91475 0.04418
C -1.94074 -2.19818 0.31795
C 3.37253 0.52803 0.00784
N -2.12976 1.38844 0.00646
N -1.48906 -0.90167 -0.38096
S 1.81749 0.41122 -0.30436
H -2.51136 3.09651 1.00683
H -1.43823 3.16228 -0.30412
H -1.03725 -3.63070 -1.14458
H -0.00767 -2.98585 0.16904
H -1.21085 -4.26557 0.51949
H 3.34143 2.76931 -0.21666
H 4.47887 2.06138 1.04261
H 4.91660 1.97311 -0.54424
H -2.91426 -2.57870 0.08330
H -1.99236 -2.08545 1.34529
H -3.31916 2.95832 -0.46194
H 4.03889 -0.42678 0.12575
H -0.75092 -0.90780 -1.09018

=====

22
Properties=species:S:1:pos:R:3 method="wB97M-V/def2-TZVPD" homo_lumo_gap_ev=9.13 spin_multiplicity=1 homo_energy_ev=-8.271
H -2.54913 -1.99089 -0.86693
N -1.54339 -1.89305 -1.03805
C -1.22925 -0.64646 -1.20138
C -2.28683 0.42250 -1.10145
N 0.07957 -0.34877 -1.43315
C 0.76306 0.86737 -1.03838
C 1.34814 0.66432 0.35874
C 2.67716 0.66918 0.55101
N 0.45741 0.49394 1.42126
C 0.42686 -0.75539 2.17554
H -2.40058 0.71932 -0.05547
H -2.01804 1.29471 -1.70117
H -3.24508 0.03714 -1.46124
H 0.65986 -1.17673 -1.33063
H 0.10308 1.74051 -1.04811
H 1.55849 1.06516 -1.76613
H 3.09522 0.55298 1.54575
H 3.37691 0.80848 -0.26566
H -0.49141 0.71722 1.12535
H -0.15524 -0.61066 3.09013
H 1.42953 -1.09076 2.45539
H -0.05641 -1.54012 1.58461

=====

Number 1: energy -291.10000 hartree. Number 2: energy -291.13085 hartree. Number 3: energy -290.84088 hartree. Number 4: energy -345.59970 hartree. Number 5: energy -743.76551 hartree. Number 6: energy -400.65188 hartree.